{"formula": "C45H63N2OsP2SeSi", "method": "ωB97M-V with the def2-TZVPD basis set", "symbols": ["Os", "C", "Si", "C", "C", "C", "C", "C", "C", "P", "C", "C", "C", "C", "C", "C", "C", "C", "C", "C", "C", "C", "C", "C", "C", "C", "C", "C", "P", "C", "C", "C", "C", "C", "C", "C", "C", "C", "C", "C", "C", "H", "H", "H", "H", "H", "H", "H", "H", "H", "H", "H", "H", "H", "H", "H", "H", "H", "H", "H", "H", "H", "H", "H", "H", "H", "H", "H", "H", "H", "H", "H", "H", "H", "H", "H", "H", "H", "H", "H", "H", "H", "H", "H", "H", "H", "H", "H", "H", "H", "H", "H", "H", "H", "H", "H", "C", "N", "C", "Se", "N", "C", "C", "C", "C", "C", "C", "H", "H", "H", "H", "H", "H", "H", "H"], "positions_angstrom": [[0.18721, -0.64139, 0.50185], [3.50781, -1.60929, -0.34705], [2.09631, -0.45529, -0.92945], [2.52481, 1.39751, -0.71265], [3.82351, 1.84511, -0.91535], [4.15201, 3.18291, -0.75955], [3.17281, 4.09791, -0.40925], [1.86721, 3.67411, -0.21875], [1.53771, 2.33021, -0.34905], [-0.15889, 1.68181, -0.16105], [-0.95989, 2.18841, -1.77905], [-2.03769, 1.16871, -2.17465], [-3.04389, 1.75591, -3.17405], [-2.37409, 2.75941, -4.09905], [-1.78859, 3.94361, -3.32635], [-1.50779, 3.61421, -1.85535], [-0.96459, 2.39911, 1.36005], [-2.40109, 1.88501, 1.49055], [-2.81189, 1.92811, 2.97075], [-2.14349, 3.09901, 3.70625], [-1.89109, 4.26751, 2.75725], [-0.89819, 3.90301, 1.63295], [1.32651, -1.11559, -2.55025], [1.82901, -0.73729, -3.79015], [1.40321, -1.37399, -4.94625], [0.48411, -2.40609, -4.86425], [-0.03979, -2.78249, -3.63675], [0.35871, -2.13389, -2.47545], [-0.24309, -2.61849, -0.81275], [0.47471, -4.35389, -0.66345], [-0.38129, -5.49389, -1.21915], [-1.44559, -6.00709, -0.25525], [-0.85939, -6.32479, 1.11215], [-0.13659, -5.11349, 1.68805], [0.97371, -4.65699, 0.74935], [-2.10289, -2.33659, -0.78155], [-3.02319, -3.03829, -1.77455], [-4.43449, -2.46039, -1.61175], [-4.94239, -2.60329, -0.18155], [-4.01029, -1.89019, 0.79155], [-2.59709, -2.45339, 0.66625], [4.10131, -1.94809, -1.19285], [4.17691, -1.11049, 0.34345], [3.10731, -2.49699, 0.13855], [4.58001, 1.13121, -1.20135], [5.16511, 3.51081, -0.93375], [3.41701, 5.14381, -0.29815], [1.10691, 4.40121, 0.01385], [-0.12809, 2.12301, -2.49385], [-1.54489, 0.30301, -2.62425], [-2.58569, 0.83681, -1.28955], [-3.48339, 0.94821, -3.75935], [-3.86109, 2.24741, -2.64255], [-1.59019, 2.24721, -4.66355], [-3.09539, 3.12141, -4.83295], [-0.86999, 4.27521, -3.81125], [-2.47629, 4.79011, -3.36175], [-0.78639, 4.33621, -1.47045], [-2.42489, 3.69681, -1.27215], [-0.40489, 1.88251, 2.15625], [-3.07619, 2.49461, 0.88935], [-2.46429, 0.85071, 1.12445], [-3.89549, 2.02031, 3.03755], [-2.54099, 0.99071, 3.46135], [-2.78989, 3.42991, 4.51865], [-1.20139, 2.78361, 4.16815], [-2.84459, 4.57331, 2.32605], [-1.49779, 5.12021, 3.31305], [-1.14909, 4.47981, 0.74345], [0.11651, 4.17521, 1.93425], [2.56681, 0.04851, -3.84475], [1.79901, -1.07509, -5.90215], [0.17591, -2.92879, -5.75405], [-0.74789, -3.59419, -3.59675], [1.35611, -4.24569, -1.31485], [-0.83239, -5.21209, -2.17265], [0.30951, -6.31579, -1.42845], [-2.24129, -5.26779, -0.13705], [-1.89849, -6.90189, -0.68275], [-1.65279, -6.64749, 1.78785], [-0.15559, -7.15679, 1.02425], [-0.84209, -4.29169, 1.84465], [0.29301, -5.36809, 2.65735], [1.47631, -3.77619, 1.16945], [1.71121, -5.45789, 0.67775], [-2.13999, -1.26439, -1.04715], [-2.68099, -2.85029, -2.79415], [-3.05599, -4.11559, -1.61255], [-4.42939, -1.40329, -1.89115], [-5.10429, -2.97929, -2.29585], [-5.94059, -2.17129, -0.10305], [-5.01639, -3.65939, 0.08475], [-4.00859, -0.81889, 0.57065], [-4.36299, -2.01669, 1.81595], [-1.90929, -1.90319, 1.34555], [-2.60899, -3.49639, 0.98355], [4.39701, -0.68509, 3.08165], [3.67861, 0.55581, 2.99105], [2.34431, 0.69311, 3.00145], [1.10111, -0.70119, 2.83475], [2.04051, 2.00361, 3.11385], [3.20301, 2.73981, 3.16135], [3.44121, 4.10291, 3.27325], [4.76461, 4.50261, 3.28575], [5.81031, 3.57871, 3.17735], [5.58181, 2.22131, 3.06745], [4.25531, 1.80731, 3.06945], [3.77561, -1.50279, 2.71855], [4.65301, -0.88189, 4.12465], [5.31511, -0.63119, 2.50245], [1.12111, 2.37081, 3.31325], [2.63751, 4.81491, 3.36365], [5.00511, 5.55171, 3.38445], [6.83131, 3.93091, 3.18385], [6.40161, 1.52531, 2.99385]], "atomic_forces_ev_per_a": [[-0.2, -0.2, 1.3], [-0.6, 0.5, -0.5], [-0.2, -0.1, 0.8], [-0.2, -0.7, -0.4], [0.0, 0.0, 0.0], [0.1, 0.1, 0.0], [0.1, -0.1, -0.1], [-0.3, 0.0, 0.1], [0.0, -0.5, 0.1], [0.7, 0.7, 0.0], [0.0, -0.8, 0.2], [-0.3, 0.0, -0.2], [-0.1, 0.0, 0.0], [-0.1, -0.1, -0.2], [0.0, 0.1, -0.1], [0.3, 0.1, 0.3], [0.1, -0.7, -0.2], [0.0, -0.3, 0.1], [0.0, 0.0, 0.0], [-0.1, 0.2, -0.1], [0.1, 0.0, 0.2], [0.0, 0.1, 0.0], [0.3, 0.5, 0.8], [-0.1, 0.0, 0.0], [0.1, 0.1, 0.1], [0.0, 0.0, 0.1], [-0.2, -0.1, 0.0], [0.2, 0.3, 0.4], [-0.5, 0.0, -1.7], [0.6, 0.3, 0.6], [-0.5, 0.1, -0.1], [0.1, 0.0, 0.0], [-0.1, 0.0, 0.1], [0.2, -0.2, 0.0], [-0.1, 0.1, 0.3], [0.8, 0.0, 0.6], [-0.1, 0.2, -0.4], [0.0, -0.3, 0.1], [0.0, 0.3, -0.1], [0.0, -0.2, 0.1], [-0.1, 0.3, 0.0], [0.1, 0.0, -0.2], [0.1, 0.2, 0.2], [-0.1, -0.1, 0.0], [0.2, 0.0, -0.1], [0.1, 0.1, 0.0], [0.0, 0.1, 0.0], [0.0, 0.1, 0.1], [0.0, -0.1, 0.2], [0.0, -0.1, 0.1], [0.0, -0.1, 0.1], [-0.1, 0.0, 0.1], [0.0, 0.0, 0.0], [0.0, 0.0, 0.0], [0.1, -0.1, 0.0], [0.0, 0.0, 0.0], [0.0, 0.0, 0.1], [-0.1, 0.0, 0.1], [0.0, 0.0, 0.1], [-0.1, 0.0, -0.2], [0.0, 0.0, -0.1], [-0.2, 0.1, 0.0], [0.0, 0.0, 0.0], [0.0, 0.0, 0.0], [0.1, 0.0, 0.1], [0.0, 0.0, 0.1], [0.0, 0.1, 0.0], [-0.1, 0.0, -0.1], [0.1, 0.0, 0.0], [0.0, 0.0, 0.0], [0.1, 0.1, -0.1], [0.1, 0.0, -0.2], [-0.1, -0.1, -0.1], [-0.1, -0.1, -0.1], [-0.2, 0.2, 0.1], [0.0, -0.1, 0.0], [0.1, 0.1, -0.1], [0.0, 0.0, 0.0], [-0.1, 0.1, 0.0], [0.1, 0.0, 0.0], [0.0, 0.0, 0.0], [-0.1, 0.0, 0.1], [0.0, 0.1, 0.0], [0.1, -0.1, 0.0], [0.1, 0.0, -0.1], [0.1, 0.0, 0.0], [0.0, -0.1, 0.0], [0.1, 0.0, 0.0], [0.0, 0.1, -0.1], [0.0, 0.1, -0.1], [0.0, -0.1, 0.0], [0.0, -0.1, 0.0], [0.0, 0.1, 0.0], [0.0, 0.1, 0.0], [-0.1, -0.2, 0.0], [0.1, 0.0, 0.1], [0.4, -0.8, 0.2], [-0.9, 0.4, -0.1], [0.7, 0.4, -0.2], [-1.2, 0.0, -1.6], [0.0, -0.6, 0.1], [0.8, -0.3, -0.1], [0.2, 0.1, 0.1], [-0.3, 0.0, 0.0], [0.2, -0.3, -0.1], [0.1, 0.1, 0.1], [-0.3, 0.9, 0.1], [0.1, 0.1, 0.0], [0.0, 0.0, -0.1], [0.0, 0.0, -0.1], [-0.1, -0.1, -0.1], [-0.1, 0.1, 0.0], [0.0, 0.0, 0.0], [0.0, 0.1, 0.0], [0.1, -0.1, 0.0]], "e_homo_ev": [-16.662, -16.683], "total_charge": 3, "multiplicity": 1, "total_energy_ev": -144914.4324, "lumo_energy_ha": [-0.38593, -0.38973]}